Record 1
ORCA calculation (wB97M-V/def2-TZVPD) on a structure of composition C30H74O28Tl at a distorted geometry.

Structure (ORCA input):
```
! wB97M-V def2-TZVPD RIJCOSX def2/J DEFGRID3
* xyz 1 1
Tl 27.901 -30.467 -14.293
C 28.151 -25.893 -11.987
C 27.729 -27.219 -12.386
C 26.706 -27.935 -11.539
O 26.388 -29.060 -11.855
C 26.073 -27.193 -10.452
C 26.508 -25.859 -10.129
C 27.588 -25.164 -10.890
O 27.987 -24.078 -10.585
O 25.824 -25.271 -9.324
O 28.212 -27.762 -13.365
H 28.947 -25.437 -12.561
H 25.264 -27.659 -9.883
C 25.812 -20.943 -10.780
C 24.545 -20.254 -10.350
O 23.433 -21.038 -10.801
O 25.869 -22.242 -10.206
H 26.741 -20.437 -10.483
H 25.803 -20.949 -11.883
H 24.506 -19.255 -10.791
H 24.398 -20.223 -9.273
H 23.190 -20.766 -11.690
H 26.792 -22.512 -10.219
C 23.742 -33.320 -11.669
C 24.374 -33.012 -13.000
O 24.937 -31.678 -13.088
O 22.379 -32.860 -11.597
H 24.334 -32.898 -10.854
H 23.728 -34.407 -11.546
H 23.687 -33.138 -13.838
H 25.241 -33.662 -13.132
H 24.254 -31.060 -12.785
H 22.372 -32.219 -10.877
C 28.921 -20.761 -13.741
C 29.069 -21.880 -12.754
O 30.159 -22.769 -13.048
O 30.039 -19.911 -13.746
H 27.986 -20.241 -13.510
H 28.811 -21.212 -14.732
H 28.146 -22.479 -12.707
H 29.214 -21.498 -11.733
H 29.918 -23.557 -12.557
H 29.885 -19.106 -13.248
C 32.223 -24.416 -9.966
C 32.834 -24.353 -8.606
O 33.520 -23.147 -8.361
O 31.173 -23.441 -10.012
H 31.798 -25.429 -10.000
H 32.961 -24.234 -10.749
H 33.591 -25.138 -8.514
H 32.098 -24.587 -7.829
H 32.888 -22.421 -8.387
H 30.448 -23.787 -10.535
C 28.376 -21.893 -7.296
C 29.484 -22.900 -7.101
O 29.250 -23.796 -6.005
O 27.816 -21.486 -6.032
H 27.514 -22.448 -7.674
H 28.657 -21.042 -7.912
H 30.473 -22.465 -6.939
H 29.473 -23.535 -7.990
H 28.520 -23.402 -5.505
H 28.430 -20.942 -5.526
C 26.535 -25.305 -15.017
C 27.942 -24.839 -15.195
O 28.074 -24.405 -16.536
O 26.193 -26.281 -15.989
H 25.854 -24.447 -15.081
H 26.395 -25.659 -13.990
H 28.685 -25.593 -14.912
H 28.107 -23.966 -14.546
H 28.972 -24.078 -16.659
H 26.659 -26.009 -16.790
C 23.731 -28.437 -13.405
C 24.178 -28.953 -14.750
O 25.598 -28.782 -14.828
O 24.000 -29.411 -12.404
H 22.657 -28.234 -13.375
H 24.189 -27.451 -13.237
H 23.676 -28.438 -15.577
H 23.974 -30.019 -14.839
H 25.760 -27.830 -14.759
H 24.868 -29.219 -12.025
C 28.675 -26.548 -7.615
C 27.719 -26.790 -6.463
O 27.926 -28.090 -5.940
O 30.006 -26.475 -7.136
H 28.476 -25.701 -8.281
H 28.506 -27.476 -8.186
H 26.698 -26.873 -6.844
H 27.805 -26.009 -5.704
H 28.858 -28.217 -5.727
H 29.924 -25.870 -6.381
C 25.016 -30.690 -9.209
C 24.329 -31.598 -8.206
O 23.722 -32.682 -8.863
O 25.548 -29.538 -8.572
H 24.245 -30.392 -9.935
H 25.723 -31.233 -9.850
H 23.557 -31.006 -7.708
H 25.032 -31.888 -7.418
H 24.188 -33.511 -8.733
H 26.437 -29.746 -8.264
C 29.647 -28.579 -16.634
C 28.690 -29.159 -17.622
O 27.457 -29.563 -17.021
O 30.278 -29.545 -15.796
H 29.219 -27.765 -16.031
H 30.383 -28.010 -17.221
H 29.163 -29.940 -18.230
H 28.490 -28.404 -18.395
H 26.730 -29.245 -17.561
H 31.149 -29.153 -15.659
C 31.727 -26.783 -13.193
C 32.014 -25.395 -13.699
O 33.317 -25.256 -14.207
O 31.735 -27.769 -14.222
H 30.728 -26.831 -12.752
H 32.426 -27.070 -12.400
H 31.854 -24.736 -12.834
H 31.386 -25.072 -14.529
H 33.976 -25.045 -13.540
H 32.652 -27.864 -14.507
C 21.373 -26.993 -10.762
C 22.197 -28.125 -10.170
O 23.498 -27.595 -9.843
O 21.334 -25.901 -9.870
H 20.378 -27.413 -10.941
H 21.803 -26.743 -11.739
H 22.292 -28.996 -10.815
H 21.667 -28.371 -9.239
H 24.052 -28.369 -9.700
H 20.403 -25.701 -9.752
*
```

## Properties
total energy = -94316.674 eV
HOMO level = -11.7926 eV
Kohn-Sham gap = 4.2 eV
ΔE to the lowest compared entry with this formula, charge and spin = 0.0 kJ/mol
molecular weight = 1087.28 g/mol
LUMO level = -0.278 hartree


Record 2
ORCA calculation (wB97M-V/def2-TZVPD) on a cluster of 5 separate species, C30H75N5O10 in total at a distorted geometry.

Structure (ORCA input):
```
! wB97M-V def2-TZVPD RIJCOSX def2/J DEFGRID3
* xyz 0 1
C 0.935 4.337 4.045
O -0.093 4.127 3.128
C -1.215 3.317 3.578
C -2.205 2.942 2.468
N -3.120 1.924 2.990
C -4.367 1.903 2.279
C -4.307 1.289 0.898
O -3.472 2.000 -0.046
C -3.097 1.201 -1.143
H 1.752 4.913 3.612
H 1.324 3.388 4.414
H 0.651 4.887 4.942
H -1.823 3.715 4.391
H -0.743 2.410 3.955
H -1.754 2.378 1.652
H -2.625 3.857 2.052
H -3.202 2.128 3.976
H -4.796 2.892 2.114
H -5.013 1.339 2.952
H -5.303 1.388 0.465
H -4.067 0.227 0.956
H -2.747 1.848 -1.947
H -3.994 0.698 -1.504
H -2.343 0.447 -0.919
C -5.643 5.745 7.640
O -5.542 4.306 7.933
C -4.486 3.735 7.232
C -4.634 2.220 6.953
N -3.473 1.635 6.324
C -2.525 1.378 7.337
C -1.297 0.701 6.869
O -1.690 -0.647 6.477
C -1.885 -0.849 5.025
H -4.733 6.344 7.683
H -6.281 6.174 8.413
H -6.079 5.858 6.647
H -3.619 3.955 7.855
H -4.267 4.251 6.297
H -5.564 2.145 6.390
H -4.886 1.740 7.899
H -3.851 0.737 6.056
H -2.996 0.842 8.161
H -2.179 2.354 7.677
H -0.638 0.532 7.720
H -0.681 1.086 6.056
H -1.096 -0.535 4.341
H -2.846 -0.435 4.723
H -2.131 -1.911 5.030
C 1.990 -1.263 2.991
O 1.843 0.039 2.513
C 0.579 0.411 1.963
C 0.861 0.899 0.560
N 1.649 -0.112 -0.196
C 0.866 -1.335 -0.573
C 1.808 -2.565 -1.022
O 1.426 -3.725 -0.276
C 2.175 -4.868 -0.480
H 1.546 -1.182 3.984
H 3.055 -1.465 3.105
H 1.464 -2.012 2.399
H 0.136 1.176 2.601
H -0.182 -0.370 1.975
H 1.383 1.846 0.699
H -0.068 1.045 0.009
H 2.395 -0.404 0.418
H 0.252 -1.100 -1.443
H 0.339 -1.631 0.334
H 2.848 -2.297 -0.837
H 1.670 -2.732 -2.090
H 2.022 -5.363 -1.439
H 1.999 -5.560 0.344
H 3.226 -4.616 -0.624
C 4.218 -8.114 -9.805
O 3.785 -7.168 -8.854
C 4.584 -7.308 -7.639
C 4.052 -8.468 -6.805
N 2.716 -8.245 -6.164
C 2.653 -6.935 -5.578
C 1.375 -6.857 -4.854
O 1.251 -5.518 -4.631
C 0.129 -5.038 -3.957
H 3.558 -7.803 -10.614
H 3.824 -9.097 -9.547
H 5.258 -8.157 -10.131
H 4.770 -6.495 -6.937
H 5.603 -7.615 -7.875
H 4.650 -8.787 -5.951
H 3.842 -9.319 -7.453
H 2.083 -8.468 -6.919
H 2.543 -6.296 -6.454
H 3.528 -6.633 -5.001
H 1.432 -7.526 -3.996
H 0.523 -7.089 -5.493
H 0.203 -3.990 -3.665
H -0.100 -5.559 -3.027
H -0.647 -4.958 -4.718
C 5.618 3.427 -1.426
O 5.112 4.061 -2.628
C 3.755 4.567 -2.435
C 2.629 3.490 -2.551
N 1.436 4.236 -2.752
C 0.247 3.462 -2.546
C -0.929 4.264 -3.228
O -0.875 4.276 -4.685
C -1.878 5.010 -5.301
H 5.088 2.481 -1.320
H 5.362 4.065 -0.580
H 6.671 3.146 -1.434
H 3.713 5.454 -3.067
H 3.605 5.073 -1.481
H 2.549 2.858 -1.667
H 2.898 2.692 -3.242
H 1.394 4.720 -3.637
H 0.014 3.253 -1.502
H 0.129 2.488 -3.022
H -0.819 5.311 -2.945
H -1.848 3.877 -2.788
H -2.094 5.986 -4.864
H -2.738 4.366 -5.481
H -1.503 5.147 -6.315
*
```

## Properties
total energy = -60240.429 eV
HOMO level = -8.5497 eV
Kohn-Sham gap = 9.2 eV
SMILES = COCCNCCOC.COCCNCCOC.COCCNCCOC.COCCNCCOC.COCCNCCOC
ΔE to the lowest compared entry with this formula, charge and spin = 379.9 kJ/mol
molecular weight = 665.95 g/mol
LUMO level = 0.025 hartree